The following is a quantum chemistry calculation of a molecular structure, C11H19Cl3OW in a non-equilibrium geometry, from OMol25.

The geometry in XYZ format:
```
35
Properties=species:S:1:pos:R:3:forces:R:3
C 1.19215 0.18465 0.68026 -0.03 1.33 -1.27
C 0.17405 1.22080 0.71267 1.66 1.52 -0.54
C -0.38332 1.32120 -0.60855 0.98 0.69 0.24
C -0.08447 2.17620 1.83044 -0.29 0.10 0.04
C 0.28380 0.37650 -1.46085 0.50 -0.10 0.50
C 1.26271 -0.31847 -0.68066 -0.68 1.15 0.52
C 2.32529 -1.21015 -1.22519 -0.14 -0.57 0.07
C 2.16853 -0.12036 1.75345 -0.01 -0.22 0.44
C -1.29844 2.40526 -1.07340 -0.35 0.15 0.11
C 0.15526 0.30372 -2.94261 -0.39 -0.06 -0.23
W -0.85385 -0.63596 0.35257 -0.37 -6.69 -0.86
Cl -3.58062 1.44372 3.30311 -0.25 0.47 0.16
Cl -1.10747 -0.72049 2.61604 -0.14 -0.18 1.31
Cl -2.96568 -0.06774 -0.52231 -0.62 0.74 -0.45
H 0.32473 1.79972 2.77019 -0.11 0.05 -0.11
H -1.16458 2.31701 1.97866 0.18 -0.05 0.13
H 0.37564 3.14583 1.59784 0.01 -0.02 0.06
H -2.04145 2.65485 -0.30243 0.21 -0.11 -0.22
H -1.84812 2.11004 -1.97448 0.10 0.03 0.23
H -0.71667 3.30989 -1.29940 0.00 -0.07 0.02
H -0.89922 0.35200 -3.25140 0.27 0.01 0.05
H 0.57864 -0.62446 -3.33742 -0.06 0.11 0.05
H 0.69048 1.14748 -3.40386 -0.10 -0.11 -0.04
H 1.94180 -1.79927 -2.06737 0.14 0.06 0.15
H 2.65770 -1.91382 -0.45697 -0.14 0.05 -0.12
H 3.18781 -0.62320 -1.57801 -0.21 0.02 0.06
H 1.68834 -0.06884 2.73751 0.12 -0.05 -0.18
H 2.99981 0.59968 1.72364 -0.10 -0.07 0.02
H 2.56609 -1.12830 1.62225 -0.10 -0.01 0.08
O 0.60043 -2.92450 0.75199 0.06 1.22 -0.78
H 0.43345 -3.34757 -0.11377 0.01 0.35 0.66
C -2.02960 -2.60734 0.41587 -0.23 0.58 -0.01
H -1.94800 -2.81984 1.47964 0.00 -0.48 -0.13
H -1.60295 -3.41921 -0.17548 0.17 0.02 0.03
H -3.08228 -2.51902 0.14800 -0.07 0.13 0.03
```
Forces are in eV/Å.

As for the HOMO energy (alpha / beta): -0.25 / -0.88 eV. As for the total charge: -2. As for the spin multiplicity: 3. The LUMO energy (alpha / beta) comes out at 5.05 / 5.02 eV. Its energy above the lowest of the compared OMol25 structures with the same formula, charge and spin is 59.0 kJ/mol.